No. 1
The following is a quantum chemistry calculation of a 9-piece molecular cluster, C28H38N7O5P overall, from the OMol25 dataset.

Atoms and positions in Å:
O1 -51.0905 35.0322 0.2203
H1 -52.1201 34.7716 0.0112
H2 -50.9246 34.2545 -0.2666
H3 -50.8348 34.7921 1.1775
P1 -51.5870 32.3910 1.6192
O2 -52.9828 32.3767 1.2005
O3 -51.3460 33.8211 2.3516
O4 -50.7312 32.5227 0.4120
O5 -51.1915 31.2943 2.5580
N1 -50.6570 30.4753 -1.0531
C1 -51.8124 29.6038 -1.2709
C2 -51.3874 28.5227 -1.9627
C3 -49.9013 28.6825 -2.1915
C4 -49.5209 29.9079 -1.5719
H4 -50.7182 31.2720 -0.3309
H5 -52.7330 29.9752 -0.6995
H6 -52.1073 27.7130 -2.3102
H7 -49.2130 28.0940 -2.7576
H8 -48.4801 30.3894 -1.5319
N2 -48.2083 36.4072 -1.6168
C5 -47.1610 37.0826 -2.2739
C6 -47.5416 38.3466 -2.4094
C7 -48.8966 38.4936 -1.7245
C8 -49.1844 37.2491 -1.2221
H9 -48.3046 35.5154 -1.2326
H10 -46.2217 36.4117 -2.4093
H11 -46.7222 39.0749 -2.7639
H12 -49.3105 39.3669 -1.5553
H13 -50.0605 37.0904 -0.4336
N3 -52.3505 37.1098 1.9215
C9 -51.3189 37.8480 1.4001
C10 -51.8768 38.7931 0.5369
C11 -53.3373 38.5073 0.4876
C12 -53.6528 37.5511 1.4846
H14 -52.2931 36.3275 2.6868
H15 -50.2981 37.6893 1.6801
H16 -51.2252 39.4114 -0.1247
H17 -53.8957 39.0892 -0.3182
H18 -54.6157 37.1744 2.0592
N4 -52.2196 35.3683 4.0575
C13 -53.5962 35.5197 4.3526
C14 -53.7877 36.4141 5.3160
C15 -52.3221 36.7404 5.9282
C16 -51.4942 35.9066 5.0984
H19 -51.9278 34.7898 3.1630
H20 -54.2871 34.9483 3.7937
H21 -54.6985 36.7086 5.9162
H22 -51.8239 37.1965 6.8229
H23 -50.4326 35.9130 5.3207
N5 -48.7687 33.2407 -0.9431
C17 -47.4555 33.3365 -0.4325
C18 -46.6086 33.6083 -1.4616
C19 -47.5343 33.6406 -2.6867
C20 -48.8073 33.2879 -2.2705
H24 -49.6781 32.8498 -0.3718
H25 -47.0452 33.0285 0.6620
H26 -45.6703 33.8910 -1.4403
H27 -47.2684 33.9433 -3.7785
H28 -49.6615 33.4303 -2.7419
N6 -53.4123 33.7401 -0.7351
C21 -52.8568 33.4928 -1.9639
C22 -53.2327 34.4881 -2.8292
C23 -54.0490 35.5674 -1.9823
C24 -54.0701 34.9689 -0.7866
H29 -53.4252 33.0089 0.0150
H30 -52.2290 32.5988 -2.0128
H31 -53.2429 34.5715 -3.8454
H32 -54.4125 36.4667 -2.4103
H33 -54.3369 35.4908 0.1732
N7 -49.1354 34.4676 2.9836
C25 -48.4777 33.9637 4.1508
C26 -47.3025 34.4710 4.1979
C27 -47.0451 35.2163 2.9928
C28 -48.1835 35.2155 2.2653
H34 -50.0944 34.2013 2.6969
H35 -49.0616 33.3229 4.7925
H36 -46.6833 34.4695 5.1872
H37 -46.2492 35.8853 2.6352
H38 -48.2752 35.6146 1.3325

Cartesian forces, eV/Å:
O -2.561 2.439 -1.143
H 0.917 1.138 1.296
H 2.198 -2.729 -1.152
H -1.372 -1.063 0.569
P 0.787 -0.919 5.874
O -4.243 -0.678 -0.729
O -0.912 0.325 -1.187
O 1.964 0.553 -3.148
O 0.286 0.192 -0.313
N -1.387 -1.662 -0.049
C 1.681 3.197 1.920
C 1.021 -1.143 -1.160
C -1.608 1.795 1.248
C -0.667 -1.218 -0.779
H 0.268 -0.781 -0.923
H 1.293 -1.015 -1.284
H 1.427 1.007 0.443
H -0.008 -0.516 -0.226
H -1.980 -0.706 0.036
N -0.185 1.119 0.431
C 0.379 -4.593 1.159
C 0.005 2.790 0.333
C 4.716 -3.761 -1.784
C -1.833 2.021 1.030
H 0.951 -1.976 0.035
H -1.790 1.803 -0.206
H -2.062 -0.692 0.435
H -2.268 3.944 0.743
H 2.170 -0.375 -2.365
N -1.847 -0.759 1.586
C -2.317 0.597 -0.283
C -0.454 -1.630 -0.245
C 0.960 1.429 -0.227
C 1.814 0.117 -0.175
H 0.209 2.408 -1.581
H 0.227 -0.207 0.174
H -1.118 -0.410 0.577
H 0.070 -1.094 1.732
H 2.350 0.782 -1.755
N -1.139 -0.499 1.624
C 2.014 0.278 -1.003
C 2.005 2.071 4.825
C -0.679 -3.261 -2.889
C -1.968 3.113 1.363
H 0.310 -1.112 1.386
H -0.622 -0.280 -0.625
H 0.997 -0.483 -1.288
H -1.401 -0.149 -0.874
H 0.034 -0.588 -1.030
N -0.477 -1.791 3.541
C 0.113 -1.145 1.806
C -6.794 -0.783 -3.271
C 2.103 -0.005 -0.928
C 5.724 1.565 1.054
H 1.992 0.678 -0.085
H -1.916 1.073 -2.645
H 4.591 0.974 0.143
H -0.338 -0.661 2.217
H -3.855 0.066 -2.263
N -0.053 2.566 -1.744
C -0.629 0.175 -0.420
C -1.913 2.117 3.669
C 2.701 -4.265 -2.825
C -0.568 0.741 2.923
H 0.457 -0.206 1.459
H -0.402 0.244 -0.549
H 0.801 -0.039 -2.528
H -0.238 0.621 0.238
H -0.110 -1.059 -1.029
N 3.795 0.444 0.619
C -6.144 -0.423 -2.436
C 6.380 2.108 2.572
C 0.884 1.275 0.076
C -1.171 -2.440 3.638
H -0.237 -0.737 0.043
H 0.140 0.085 0.143
H -0.758 -0.259 -2.251
H 0.140 -0.734 0.768
H -0.850 0.994 -2.329

Properties
**Gap between HOMO and LUMO**: 7.60 eV
**Calculated total energy**: -2190.42652 hartree
**Net charge**: -2


No. 2
The following is a quantum chemistry calculation of C28H39BCl3N7S3SiZn as an isolated structure, from the OMol25 dataset.

Atoms and positions in Å:
Zn1 0.7259 -0.9385 2.9797
C1 2.5203 3.3351 0.6309
C2 1.2264 4.0404 0.2643
C3 1.5814 5.3123 -0.5091
C4 0.4795 4.3686 1.5589
N1 0.2776 3.2472 -0.5939
C5 -0.8779 3.8827 -1.0063
C6 -1.6132 2.9888 -1.6829
N2 -0.9345 1.7943 -1.6972
B1 -1.6322 0.5503 -2.3669
N3 -3.0843 0.5258 -1.7871
C7 -4.2824 0.8522 -2.3728
C8 -5.2318 0.8245 -1.4117
N4 -4.6181 0.4621 -0.2238
C9 -3.3108 0.2695 -0.4969
S1 -2.0121 -0.2136 0.5385
C10 -5.2771 0.3666 1.1168
C11 -5.2003 -1.0703 1.6245
C12 -4.5772 1.3337 2.0700
C13 -6.7383 0.7768 0.9719
N5 -0.9732 -0.7405 -1.9147
C14 -0.2280 -1.4523 -2.8217
C15 0.2830 -2.7180 -2.7953
N6 0.2410 -3.8721 -2.0800
C16 -0.9814 -1.0827 -0.6320
S2 -3.0792 -3.3303 0.1677
C17 1.4020 -5.1262 -0.1350
C18 1.9788 -5.8373 1.0622
C19 -2.3830 -4.7003 -0.2934
C20 2.2182 -5.4604 -1.3785
C21 0.2352 1.9467 -1.0296
S3 1.5043 0.7694 -0.8880
H1 3.0862 4.0351 1.2504
H2 3.1233 3.0885 -0.2399
H3 2.3460 2.4367 1.2076
H4 2.2826 5.9016 0.0812
H5 0.7147 5.9400 -0.7161
H6 2.0597 5.0571 -1.4554
H7 1.1257 4.9569 2.2104
H8 0.2165 3.4468 2.0798
H9 -0.4307 4.9417 1.3786
H10 -1.0758 4.9148 -0.7906
H11 -2.5711 3.1074 -2.1578
H12 -1.7013 0.6879 -3.5561
H13 -4.3535 1.0768 -3.4221
H14 -6.2821 1.0308 -1.4735
H15 -4.1803 -1.3686 1.8577
H16 -5.6007 -1.7647 0.8854
H17 -5.7920 -1.1546 2.5364
H18 -3.5290 1.0790 2.2205
H19 -5.0656 1.2905 3.0435
H20 -4.6380 2.3575 1.6969
H21 -7.2887 0.0949 0.3226
H22 -6.8406 1.7964 0.5978
H23 -7.1977 0.7363 1.9581
H24 -0.0391 -0.9001 -3.7310
H25 0.7945 -2.9503 -3.7282
H26 0.0204 -4.3226 1.8703
H27 3.0440 -5.9066 0.8669
H28 1.5794 -6.8397 1.2340
H29 -0.5939 -4.1807 2.2983
H30 -2.1272 -5.5449 0.3290
H31 -2.1204 -4.8299 -1.3469
H32 2.8012 -4.6111 -1.7604
H33 1.6099 -5.8279 -2.2015
H34 2.9163 -6.2552 -1.1161
Cl1 0.2133 -3.9870 -0.4385
Si1 0.7191 -1.3372 0.2364
Cl2 2.8083 -2.0013 -0.1968
Cl3 1.9690 -5.1262 2.7430
N7 3.1571 0.5468 2.8205
C22 4.1014 0.5675 2.1635
C23 5.2975 0.6618 1.3662
C24 6.5287 0.7202 2.0159
C25 7.6900 0.8364 1.2706
C26 7.6214 0.8924 -0.1145
C27 6.3919 0.8320 -0.7577
C28 5.2238 0.7158 -0.0239
H35 6.5661 0.6718 3.0958
H36 8.6482 0.8795 1.7709
H37 8.5305 0.9788 -0.6955
H38 6.3407 0.8674 -1.8376
H39 4.2622 0.6568 -0.5170

Cartesian forces, eV/Å:
Zn -0.246 0.012 0.393
C 0.039 -0.012 -0.052
C -0.028 0.043 0.001
C -0.008 0.032 -0.018
C -0.016 -0.015 0.020
N 0.034 -0.132 -0.012
C -0.026 -0.030 -0.053
C -0.122 0.124 -0.019
N 0.079 -0.240 0.047
B -0.274 0.343 -0.121
N 0.058 -0.092 0.085
C 0.028 0.003 -0.078
C -0.003 0.030 0.024
N 0.047 -0.037 0.007
C 0.022 0.047 -0.078
S -0.021 -0.063 0.104
C -0.022 0.009 0.029
C 0.030 0.014 0.000
C -0.007 0.010 -0.005
C -0.006 -0.001 -0.016
N -0.186 -0.127 0.381
C 0.135 0.302 -0.313
C -0.166 -0.831 0.417
N -0.048 0.069 -0.828
C 0.093 -0.300 -0.536
S -0.272 -0.101 0.223
C 1.632 -0.986 -1.247
C -0.955 0.121 0.350
C 0.037 0.110 -0.942
C 0.116 0.497 0.116
C 0.150 0.214 0.045
S -0.185 0.052 0.055
H 0.000 -0.041 -0.021
H -0.012 -0.034 -0.054
H -0.012 -0.134 0.063
H 0.000 -0.003 0.007
H 0.048 0.003 0.009
H 0.001 0.007 -0.007
H 0.003 0.002 -0.001
H -0.009 0.003 0.016
H 0.010 -0.009 0.000
H -0.023 -0.032 -0.001
H 0.007 -0.009 0.003
H 0.043 -0.045 0.009
H -0.010 -0.004 0.003
H -0.001 -0.004 -0.013
H -0.008 -0.006 -0.005
H -0.018 0.006 0.004
H 0.007 0.004 0.006
H 0.007 -0.007 0.011
H -0.003 0.000 -0.003
H 0.001 -0.002 -0.006
H 0.001 -0.002 0.000
H -0.002 0.000 0.005
H 0.002 -0.002 0.001
H 0.002 -0.025 0.015
H -0.073 -0.003 -0.063
H -0.978 0.259 0.684
H -0.046 -0.134 -0.124
H -0.008 0.018 0.055
H 0.236 -0.003 -0.530
H -0.033 0.011 0.453
H -0.148 -0.131 0.120
H 0.069 -0.039 -0.040
H 0.037 -0.084 0.003
H 0.015 0.021 0.010
Cl -0.103 0.968 1.167
Si 0.883 0.238 0.735
Cl -0.290 0.023 -0.434
Cl 0.395 0.124 -0.018
N 0.169 0.037 -0.073
C -0.032 0.023 -0.078
C -0.022 -0.029 0.078
C 0.049 0.005 -0.001
C -0.017 -0.012 0.008
C -0.020 -0.001 -0.017
C 0.041 -0.003 0.001
C -0.078 -0.007 0.007
H -0.002 0.002 -0.004
H -0.002 -0.001 0.001
H -0.001 0.001 -0.003
H 0.002 -0.001 -0.004
H 0.011 -0.010 0.045

Properties
**Gap between HOMO and LUMO (spin up / spin down)**: 4.75 / 4.73 eV
**Calculated total energy**: -6142.15144 hartree


No. 3
The following is a quantum chemistry calculation of C28H39BN10O5PdS2 as an isolated structure, from the OMol25 dataset.

Atoms and positions in Å:
Pd1 0.1143 -0.6067 0.0955
C1 -3.0356 -0.1864 -1.6358
C2 -3.0926 -0.5769 -0.1995
C3 -4.2132 -0.8740 0.5887
C4 -3.7274 -1.1842 1.8428
C5 -4.4793 -1.6164 3.0573
N1 -2.3810 -1.0620 1.7965
N2 -2.0007 -0.6859 0.5470
B1 -1.3270 -1.4206 2.8345
N3 -0.4301 -2.5503 2.3594
N4 0.1724 -2.4850 1.1379
C6 0.8472 -3.6127 0.9550
C7 1.6498 -3.8783 -0.2700
C8 0.6618 -4.4423 2.0707
C9 -0.1467 -3.7428 2.9365
C10 -0.6852 -4.1506 4.2655
N5 -0.3629 -0.1321 3.0251
N6 0.2947 0.3579 2.0436
C11 1.0985 1.4149 2.5181
C12 1.9694 2.1527 1.5913
C13 0.8841 1.5374 3.8764
C14 -0.0309 0.5585 4.2096
C15 -0.5894 0.1749 5.5146
H1 -4.0225 -0.2676 -2.0854
H2 -2.6887 0.8440 -1.7351
H3 -2.3435 -0.8238 -2.1847
H4 -5.2408 -0.8983 0.2677
H5 -5.4158 -2.0823 2.7583
H6 -3.9173 -2.3358 3.6485
H7 -4.7185 -0.7711 3.7059
H8 -1.8133 -1.6487 3.8946
H9 1.2425 -3.3401 -1.1246
H10 2.6859 -3.5715 -0.1169
H11 1.6421 -4.9423 -0.4987
H12 1.0642 -5.4299 2.2170
H13 -0.2960 -5.1311 4.5285
H14 -0.3943 -3.4528 5.0515
H15 -1.7738 -4.2116 4.2528
H16 1.9596 1.6969 0.6036
H17 1.6264 3.1898 1.5270
H18 2.9913 2.1669 1.9749
H19 1.3453 2.2348 4.5543
H20 -0.1386 0.7620 6.3095
H21 -1.6729 0.3211 5.5226
H22 -0.4201 -0.8877 5.7012
O1 3.3721 -0.8222 0.1646
C16 2.9176 -0.7581 -0.9545
N7 1.8050 0.0206 -1.2941
S1 1.1234 -0.5746 -2.6382
O2 0.7341 0.4518 -3.5761
O3 0.0347 -1.4465 -2.1813
C17 2.5100 -1.5011 -3.1879
C18 2.7413 -2.1214 -4.3983
C19 3.9553 -2.7852 -4.5373
C20 4.8814 -2.8142 -3.4976
C21 4.6255 -2.1813 -2.2863
C22 3.4232 -1.5152 -2.1456
H23 2.0175 -2.0944 -5.2012
H24 4.1850 -3.2832 -5.4693
H25 5.8197 -3.3329 -3.6406
H26 5.3424 -2.1941 -1.4762
N8 0.4930 3.1403 -2.8843
C23 -0.0425 4.0304 -1.8131
C24 -0.5563 3.1310 -0.6673
O4 -1.0962 3.7492 0.2822
O5 -0.3560 1.9191 -0.8000
H27 -0.0663 3.1459 -3.7357
H28 0.4500 2.1660 -2.5093
H29 1.4565 3.3412 -3.1440
H30 -0.8459 4.6487 -2.2032
H31 0.7496 4.6782 -1.4461
S2 -2.7000 2.3187 1.4135
C25 -3.5406 3.6979 2.0197
N9 -3.1364 4.9083 1.6798
C26 -3.8338 6.1268 2.1021
C27 -5.3058 5.8048 2.2910
C28 -5.4463 4.6444 3.2597
N10 -4.5949 3.5333 2.8092
H32 -2.3333 4.9588 1.0648
H33 -3.6863 6.8799 1.3315
H34 -3.3912 6.4969 3.0292
H35 -5.7456 5.5365 1.3287
H36 -5.8381 6.6739 2.6723
H37 -6.4723 4.2850 3.2992
H38 -5.1483 4.9380 4.2678
H39 -4.8664 2.5862 3.0183

Cartesian forces, eV/Å:
Pd -0.817 0.221 -0.611
C 0.014 0.013 0.005
C -0.046 0.013 0.017
C 0.021 -0.009 -0.043
C -0.004 -0.049 -0.005
C 0.010 0.011 0.030
N -0.019 0.128 0.073
N 0.086 -0.118 0.072
B 0.010 -0.080 0.003
N -0.016 0.035 -0.043
N 0.313 0.042 0.035
C -0.066 -0.051 0.001
C 0.011 0.021 0.010
C 0.009 0.007 0.007
C -0.003 0.011 0.002
C 0.001 -0.006 0.002
N -0.028 0.044 -0.059
N 0.201 -0.010 0.066
C -0.046 -0.007 -0.040
C 0.002 -0.009 -0.008
C -0.030 -0.020 0.043
C 0.069 -0.006 0.049
C -0.057 0.006 -0.021
H 0.001 0.006 -0.005
H -0.006 0.003 0.005
H -0.004 -0.001 0.000
H -0.004 0.006 0.010
H -0.014 0.028 0.000
H -0.008 -0.021 -0.020
H 0.016 0.004 -0.003
H 0.027 -0.012 0.006
H -0.006 -0.003 0.000
H 0.000 -0.001 -0.001
H 0.011 -0.001 0.001
H -0.005 -0.004 -0.001
H 0.000 -0.001 -0.003
H 0.002 0.000 0.001
H -0.001 0.004 0.000
H 0.013 -0.013 0.002
H 0.005 0.003 0.017
H -0.001 0.009 0.007
H 0.022 0.005 -0.016
H -0.006 0.008 0.000
H -0.001 -0.005 -0.003
H 0.016 0.006 0.011
O 0.120 0.144 -0.026
C 0.140 0.138 -0.130
N -0.077 -0.499 0.458
S 0.336 0.011 0.141
O 0.023 0.119 0.027
O -0.085 0.096 -0.002
C -0.032 0.002 -0.067
C -0.024 -0.051 0.013
C -0.006 0.007 -0.002
C 0.004 0.007 0.006
C -0.003 -0.039 0.009
C -0.015 0.020 -0.019
H 0.000 -0.001 0.000
H -0.001 -0.002 0.000
H -0.002 -0.006 0.000
H -0.005 0.002 0.005
N -0.032 0.001 0.041
C -0.019 -0.018 -0.004
C 0.155 -0.020 -0.120
O 0.003 0.200 0.052
O -0.190 -0.140 0.060
H 0.003 -0.001 -0.009
H 0.045 -0.049 -0.065
H 0.006 -0.011 -0.001
H 0.004 0.000 -0.013
H -0.008 0.007 0.007
S -0.031 -0.478 0.099
C 0.210 0.398 -0.153
N -0.126 0.108 0.087
C -0.019 -0.073 0.017
C -0.003 0.007 -0.009
C 0.020 -0.001 0.019
N -0.019 -0.071 -0.047
H 0.012 -0.054 0.018
H 0.000 -0.004 -0.006
H -0.004 0.022 -0.004
H -0.019 0.019 0.003
H 0.008 -0.004 0.021
H 0.003 -0.012 -0.005
H -0.012 0.007 0.003
H -0.030 0.015 0.004

Properties
**Gap between HOMO and LUMO (spin up / spin down)**: 9.00 / 5.00 eV
**Multiplicity**: 5
**Expectation value of S²**: 6.02
**Calculated total energy**: -2962.80805 hartree
**Net charge**: +2